Entry 1:
Here is a 2-piece molecular cluster, CH7NS overall from OMol25. Energies are from ωB97M-V with the def2-TZVPD basis set.

Output
**Lowest unoccupied orbital energy**: 1.06 eV
**Frontier orbital gap**: 10.39 eV
**HOMO energy**: -9.3 eV
**SMILES string**: CN.S

Cartesian coordinates (Å):
1 S 1.0920 1.4972 -0.3003
2 H 1.0254 2.7615 0.1208
3 C -0.5563 -1.9827 0.0110
4 N -1.4155 -0.8756 0.4459
5 H 0.3751 -1.9620 0.5761
6 H -0.3448 -1.8632 -1.0501
7 H -1.0148 -2.9630 0.1375
8 H 0.0222 1.1307 0.4186
9 H -2.1290 -0.6922 -0.2491
10 H -1.8984 -1.0884 1.3097

---

Entry 2:
Here is a 2-piece molecular cluster, CH7NS2 overall from OMol25. Energies are from ωB97M-V with the def2-TZVPD basis set.

Output
**Lowest unoccupied orbital energy**: 0.08 eV
**Frontier orbital gap**: 9.28 eV
**HOMO energy**: -9.2 eV
**SMILES string**: CN.SS

Cartesian coordinates (Å):
1 S 0.6790 1.6267 -2.8058
2 S 1.9127 0.0415 -3.4824
3 H 1.4033 2.7269 -3.1849
4 H 2.2065 -0.5097 -2.3056
5 C -1.0829 -0.0570 1.7466
6 N -0.7703 -1.4573 1.7774
7 H -0.5159 0.5786 1.0544
8 H -0.9619 0.4802 2.6963
9 H -2.1362 0.1242 1.5340
10 H -0.9087 -1.9235 0.8971
11 H 0.1744 -1.6305 2.0730

---

Ordered ΔE to the lowest compared entry with this formula, charge and spin results: 6.28; 16.47; unit kcal per mole.